Computed, not measured: a cluster of 7 separate species, C49H59F8N5O16S2 in total in a non-equilibrium geometry, with wB97M-V/def2-TZVPD.

Summary:
**Spin multiplicity**: 1
**E_LUMO**: -1.736 eV
**DFT total energy**: -135362.04585 eV
**Frontier orbital gap**: 6.171 eV
**HOMO energy**: -0.29057 hartree

Each line ends with the Löwdin charge.
Geometry (Å):
C -2.048 2.062 4.159  0.0334
C -1.665 2.884 3.077  -0.0914
C -1.541 3.740 1.648  -0.1863
C -0.015 3.441 1.088  -0.2197
C 0.084 2.076 0.185  -0.1629
C 0.250 0.686 1.066  -0.0038
C -0.966 -0.437 1.028  -0.0132
C -2.382 -0.284 0.216  -0.0435
C -3.677 -0.226 1.271  -0.1381
O -4.147 0.928 1.784  -0.0137
F -4.395 -1.470 1.728  -0.0551
C -0.769 -1.862 1.881  -0.1079
N -1.788 -2.986 1.892  0.0779
C -1.664 -3.592 0.643  -0.2578
C -0.256 -3.685 -0.213  -0.0661
C -3.003 -4.245 -0.118  -0.0610
C 0.614 -2.070 2.737  -0.1008
N 0.798 -3.356 3.531  0.0389
C 1.776 -4.152 2.975  -0.5561
S 2.979 -5.222 2.337  0.5979
C 1.797 -0.898 2.785  -0.0561
N 3.002 -1.195 3.633  0.1019
C 4.043 -0.113 3.584  -0.1722
S 5.635 -0.429 4.580  0.9112
O 5.539 -1.899 5.147  -0.3496
O 6.911 -0.448 3.655  -0.3296
C 5.860 0.734 6.030  -0.2372
F 4.708 1.662 6.157  0.0185
F 7.092 1.552 5.721  -0.0169
C 6.143 -0.002 7.472  -0.0951
F 7.334 -0.926 7.377  0.0342
F 4.947 -0.832 7.877  0.0342
C 6.411 1.028 8.727  -0.1443
F 6.640 0.162 9.944  0.0269
F 7.631 1.862 8.594  0.0480
F 5.267 1.912 9.057  0.0539
C 3.826 1.250 2.724  -0.0949
C 5.078 2.358 2.763  -0.0857
C 6.088 2.235 1.469  -0.2899
O 7.506 2.288 1.868  -0.1155
C 5.712 3.355 0.296  -0.1987
N 4.749 2.804 -0.757  -0.0489
N 2.632 1.635 1.896  0.1243
C 1.655 0.494 1.953  -0.0583
H -2.383 1.268 4.984  0.0598
H -2.353 3.375 0.853  0.0864
H -1.607 4.905 1.814  0.1076
H 0.235 4.345 0.350  0.1114
H 0.757 3.516 1.965  0.1046
H 1.081 2.179 -0.463  0.1190
H -0.796 2.054 -0.586  0.0980
H -2.474 0.669 -0.455  0.1039
H -2.614 -1.215 -0.488  0.1268
H 0.671 -4.025 0.416  0.0569
H -0.354 -4.469 -1.108  0.0945
H 0.021 -2.657 -0.747  0.0983
H -2.881 -5.390 -0.336  0.0897
H -3.027 -3.709 -1.182  0.0930
H -3.999 -3.960 0.428  0.0801
H 5.625 2.390 3.797  0.0994
H 4.535 3.415 2.650  0.1207
H 5.891 1.157 1.002  0.1610
H 7.872 1.373 2.052  0.0358
H 6.664 3.721 -0.286  0.1311
H 5.164 4.308 0.762  0.1051
H 4.549 3.566 -1.467  0.0473
H 3.798 2.620 -0.329  0.0440
O 9.364 0.653 1.960  0.0935
C 10.091 0.600 2.937  -0.4056
O 11.438 0.823 2.908  0.0426
C 11.983 0.571 4.202  -0.1691
C 10.825 0.708 5.155  -0.1603
C 9.657 0.239 4.325  -0.0960
H 12.411 -0.437 4.210  0.1295
H 12.776 1.294 4.416  0.1280
H 10.960 0.143 6.081  0.1221
H 10.686 1.763 5.421  0.1256
H 9.523 -0.845 4.387  0.1446
H 8.736 0.759 4.598  0.0894
O -5.915 -3.573 -1.292  0.0656
C -5.895 -4.351 -2.232  -0.4746
O -5.081 -4.223 -3.320  0.0191
C -5.401 -5.242 -4.267  -0.1797
C -6.078 -6.326 -3.470  -0.1663
C -6.782 -5.550 -2.386  -0.0919
H -6.059 -4.815 -5.031  0.1109
H -4.485 -5.599 -4.747  0.1250
H -6.749 -6.947 -4.070  0.1083
H -5.323 -6.982 -3.020  0.1230
H -7.776 -5.221 -2.702  0.1117
H -6.839 -6.120 -1.456  0.1311
O -3.197 3.015 -0.809  0.0633
C -3.550 4.017 -1.409  -0.4268
O -3.762 4.074 -2.756  0.0402
C -4.056 5.419 -3.128  -0.1679
C -4.547 6.082 -1.868  -0.1652
C -3.768 5.367 -0.793  -0.0854
H -3.142 5.883 -3.513  0.1308
H -4.816 5.427 -3.915  0.1301
H -4.400 7.166 -1.866  0.1227
H -5.618 5.885 -1.737  0.1260
H -2.797 5.837 -0.612  0.1351
H -4.340 5.289 0.134  0.1395
O 3.030 4.979 -1.310  0.0768
C 3.525 6.084 -1.160  -0.4509
O 4.853 6.361 -1.321  0.0222
C 5.094 7.720 -0.961  -0.1637
C 3.762 8.410 -1.093  -0.1679
C 2.787 7.316 -0.733  -0.0861
H 5.477 7.747 0.065  0.1326
H 5.845 8.151 -1.631  0.1311
H 3.673 9.299 -0.463  0.1218
H 3.603 8.714 -2.134  0.1240
H 2.608 7.270 0.345  0.1383
H 1.847 7.422 -1.278  0.1304
O -7.968 -3.768 -4.181  0.0941
C -8.580 -2.737 -3.958  -0.4122
O -9.818 -2.452 -4.459  0.0368
C -10.180 -1.123 -4.086  -0.1719
C -9.337 -0.806 -2.878  -0.1637
C -8.074 -1.586 -3.142  -0.0713
H -9.969 -0.454 -4.927  0.1285
H -11.249 -1.082 -3.859  0.1285
H -9.169 0.265 -2.739  0.1218
H -9.825 -1.192 -1.974  0.1267
H -7.359 -1.012 -3.737  0.1440
H -7.615 -1.933 -2.213  0.1213
O -5.184 -8.312 -5.536  0.1021
C -5.732 -8.133 -6.612  -0.4480
O -6.831 -7.344 -6.794  0.0222
C -7.265 -7.452 -8.148  -0.1656
C -6.058 -7.920 -8.917  -0.1688
C -5.333 -8.773 -7.907  -0.0843
H -8.091 -8.169 -8.195  0.1305
H -7.621 -6.479 -8.500  0.1307
H -6.313 -8.453 -9.837  0.1212
H -5.433 -7.059 -9.187  0.1241
H -5.688 -9.807 -7.919  0.1378
H -4.251 -8.732 -8.050  0.1330

***

Computed, not measured: a structure of composition C49H60BaN7O3PSi in a non-equilibrium geometry, with wB97M-V/def2-TZVPD.

Summary:
**Spin multiplicity**: 1
**E_LUMO**: 0.134 eV
**DFT total energy**: -86225.27601 eV
**Frontier orbital gap**: 6.191 eV
**Energy above the lowest of the compared OMol25 structures with the same formula, charge and spin**: 0.000 eV
**HOMO energy**: -0.22258 hartree

Each line ends with the Löwdin charge.
Geometry (Å):
Ba 0.351 -1.398 0.821  1.7791
C 2.878 -3.967 -0.479  -0.2163
C 3.613 -2.657 -0.253  -0.2068
N 2.853 -1.471 -0.634  -0.1364
C 2.716 -1.223 -2.057  -0.1545
C 1.629 -2.048 -2.716  -0.2603
C 1.809 -2.514 -4.013  -0.0211
C 0.818 -3.290 -4.588  -0.0508
C -0.295 -3.617 -3.835  -0.0324
C -0.400 -3.118 -2.541  -0.2840
C -1.599 -3.500 -1.693  -0.1570
N -1.311 -3.625 -0.277  -0.1209
C -0.716 -4.884 0.174  -0.1997
C 0.726 -5.073 -0.276  -0.2099
N 1.610 -4.030 0.229  -0.1179
N 0.522 -2.312 -2.012  0.1084
H 3.559 -4.788 -0.214  0.1248
H 2.663 -4.086 -1.545  0.1079
H 4.573 -2.716 -0.788  0.1186
H 3.846 -2.545 0.808  0.1139
H 3.272 -0.670 -0.174  0.0555
H 3.653 -1.390 -2.609  0.1242
H 2.465 -0.170 -2.189  0.1168
H 2.720 -2.283 -4.550  0.1142
H 0.931 -3.668 -5.596  0.1104
H -1.064 -4.270 -4.228  0.1153
H -2.026 -4.419 -2.121  0.1246
H -2.354 -2.715 -1.810  0.1079
H -2.153 -3.463 0.261  0.0898
H -1.291 -5.753 -0.177  0.1193
H -0.756 -4.865 1.265  0.1107
H 0.783 -5.048 -1.367  0.1060
H 1.044 -6.082 0.020  0.1246
H 1.747 -4.137 1.228  0.1177
N -1.643 -0.406 2.742  -0.0544
N -2.101 -1.494 3.511  -0.0353
C -1.308 -2.686 3.549  -0.7535
O -1.566 -3.462 4.461  0.0050
O -0.457 -2.807 2.600  -0.3661
H -1.108 0.265 3.284  0.0835
H -2.431 0.061 2.313  0.0529
H -2.470 -1.270 4.422  0.1235
C 2.303 -0.288 2.750  -0.3801
Si 3.076 1.278 2.391  0.5195
C 1.753 2.516 1.774  -0.2261
N 0.689 1.973 0.909  -0.2115
C -0.518 2.802 0.860  -0.1995
C -0.362 4.091 0.048  -0.1664
C 0.077 3.746 -1.374  -0.1929
C 1.355 2.916 -1.329  -0.1720
C 1.152 1.684 -0.442  -0.2545
C 3.924 2.356 3.722  -0.2315
C 5.227 2.845 3.607  -0.0960
C 5.800 3.633 4.600  -0.0997
C 5.077 3.954 5.739  -0.1081
C 3.779 3.478 5.880  -0.1010
C 3.220 2.690 4.884  -0.1104
C 4.467 1.018 1.111  -0.2708
C 4.687 1.843 0.005  -0.1027
C 5.686 1.575 -0.924  -0.0880
C 6.511 0.471 -0.756  -0.0992
C 6.336 -0.348 0.351  -0.0956
C 5.328 -0.075 1.267  -0.1169
H 1.500 -0.225 3.500  -0.0527
H 2.986 -1.091 3.059  -0.0490
H 2.221 3.431 1.376  0.0829
H 1.271 2.837 2.706  0.0815
H -0.828 3.020 1.886  0.1189
H -1.302 2.194 0.399  0.0821
H 0.382 4.743 0.515  0.1110
H -1.308 4.634 0.042  0.0959
H 0.221 4.647 -1.974  0.1089
H -0.713 3.160 -1.858  0.1016
H 2.168 3.533 -0.941  0.0963
H 1.652 2.598 -2.333  0.1119
H 2.079 1.123 -0.354  0.0686
H 0.401 1.045 -0.934  0.0858
H 5.813 2.610 2.725  0.0908
H 6.814 3.995 4.481  0.0960
H 5.521 4.568 6.513  0.0948
H 3.208 3.716 6.770  0.0959
H 2.212 2.309 5.028  0.0961
H 4.068 2.720 -0.138  0.0858
H 5.826 2.233 -1.775  0.0988
H 7.294 0.260 -1.475  0.0968
H 6.987 -1.202 0.501  0.1023
H 5.199 -0.730 2.123  0.1040
O -2.008 -0.005 -0.710  -0.3957
P -3.408 0.432 -0.994  0.7889
C -3.821 -0.027 -2.696  -0.2698
C -2.819 -0.642 -3.442  -0.0772
C -3.071 -1.046 -4.747  -0.0666
C -4.322 -0.837 -5.306  -0.0752
C -5.325 -0.221 -4.565  -0.0728
C -5.075 0.184 -3.264  -0.0771
C -3.789 2.194 -0.853  -0.2755
C -4.104 2.749 0.389  -0.0810
C -4.381 4.102 0.502  -0.0698
C -4.339 4.914 -0.625  -0.0760
C -4.002 4.377 -1.858  -0.0696
C -3.723 3.022 -1.972  -0.0757
C -4.579 -0.406 0.094  -0.2667
C -5.940 -0.096 0.136  -0.0837
C -6.782 -0.797 0.984  -0.0730
C -6.272 -1.796 1.806  -0.0674
C -4.919 -2.100 1.781  -0.0554
C -4.077 -1.412 0.917  -0.0889
H -1.845 -0.792 -2.990  0.0904
H -2.287 -1.522 -5.323  0.1022
H -4.520 -1.151 -6.323  0.1051
H -6.301 -0.058 -5.003  0.1061
H -5.862 0.666 -2.694  0.1021
H -4.149 2.118 1.269  0.1125
H -4.631 4.523 1.467  0.1093
H -4.559 5.970 -0.537  0.1079
H -3.960 5.011 -2.734  0.1081
H -3.471 2.604 -2.940  0.1111
H -6.341 0.702 -0.477  0.1013
H -7.837 -0.557 1.015  0.1057
H -6.932 -2.329 2.477  0.1077
H -4.508 -2.848 2.446  0.1125
H -3.014 -1.619 0.908  0.0675